No. 1
{"formula": "C62H160N12O19", "method": "ωB97M-V/def2-TZVPD", "elements": ["C", "O", "C", "C", "C", "N", "H", "H", "H", "H", "H", "H", "H", "H", "H", "H", "H", "C", "O", "C", "C", "C", "N", "H", "H", "H", "H", "H", "H", "H", "H", "H", "H", "H", "C", "O", "C", "C", "C", "N", "H", "H", "H", "H", "H", "H", "H", "H", "H", "H", "H", "C", "O", "C", "C", "C", "N", "H", "H", "H", "H", "H", "H", "H", "H", "H", "H", "H", "C", "O", "C", "C", "C", "N", "H", "H", "H", "H", "H", "H", "H", "H", "H", "H", "H", "C", "O", "C", "C", "N", "C", "C", "O", "C", "H", "H", "H", "H", "H", "H", "H", "H", "H", "H", "H", "H", "H", "H", "H", "C", "O", "C", "C", "N", "C", "C", "O", "C", "H", "H", "H", "H", "H", "H", "H", "H", "H", "H", "H", "H", "H", "H", "H", "C", "O", "C", "C", "N", "C", "C", "O", "C", "H", "H", "H", "H", "H", "H", "H", "H", "H", "H", "H", "H", "H", "H", "H", "C", "O", "C", "C", "N", "C", "C", "O", "C", "H", "H", "H", "H", "H", "H", "H", "H", "H", "H", "H", "H", "H", "H", "H", "C", "O", "C", "C", "N", "C", "C", "O", "C", "H", "H", "H", "H", "H", "H", "H", "H", "H", "H", "H", "H", "H", "H", "H", "C", "O", "C", "C", "N", "C", "C", "O", "C", "H", "H", "H", "H", "H", "H", "H", "H", "H", "H", "H", "H", "H", "H", "H", "C", "O", "C", "C", "N", "C", "C", "O", "C", "H", "H", "H", "H", "H", "H", "H", "H", "H", "H", "H", "H", "H", "H", "H"], "positions_angstrom": [[2.85, -2.55, -4.01], [1.48, -2.20, -4.18], [0.67, -3.40, -4.11], [-0.71, -3.09, -3.37], [-0.61, -2.53, -1.94], [-1.65, -4.23, -3.47], [3.50, -1.69, -4.19], [3.19, -3.43, -4.55], [2.93, -2.79, -2.95], [0.44, -3.61, -5.15], [1.17, -4.26, -3.67], [-1.09, -2.20, -3.87], [-1.54, -2.24, -1.45], [0.02, -1.65, -1.94], [-0.01, -3.26, -1.39], [-1.90, -4.39, -4.43], [-2.56, -3.97, -3.11], [-0.48, -3.28, 1.45], [-0.19, -4.60, 0.92], [1.19, -4.95, 0.94], [1.50, -6.40, 1.45], [2.94, -6.62, 1.94], [1.39, -7.31, 0.22], [0.26, -2.53, 1.15], [-0.61, -3.44, 2.52], [-1.38, -2.88, 0.98], [1.67, -4.72, -0.01], [1.73, -4.33, 1.66], [0.75, -6.74, 2.17], [3.08, -6.03, 2.85], [3.53, -6.16, 1.15], [3.23, -7.63, 2.20], [2.27, -7.29, -0.28], [0.67, -6.89, -0.35], [-3.18, 4.83, -1.67], [-2.26, 5.17, -2.68], [-2.02, 6.60, -2.61], [-0.88, 6.91, -3.68], [0.46, 6.37, -3.34], [-0.75, 8.33, -3.78], [-4.03, 5.50, -1.66], [-2.72, 5.05, -0.71], [-3.60, 3.82, -1.69], [-2.92, 7.16, -2.85], [-1.67, 6.90, -1.62], [-1.27, 6.46, -4.59], [1.19, 6.67, -4.09], [0.36, 5.28, -3.25], [0.83, 6.76, -2.39], [-0.19, 8.57, -2.97], [-0.25, 8.70, -4.58], [-1.46, 0.56, 1.73], [-0.92, 0.03, 0.57], [-0.16, 0.97, -0.24], [-1.07, 1.91, -1.02], [-1.83, 1.11, -2.05], [-0.30, 2.94, -1.64], [-0.66, 1.06, 2.27], [-1.90, -0.23, 2.34], [-2.24, 1.28, 1.48], [0.53, 1.54, 0.37], [0.48, 0.36, -0.87], [-1.76, 2.35, -0.30], [-2.57, 0.46, -1.59], [-1.19, 0.56, -2.75], [-2.45, 1.81, -2.61], [-0.85, 3.49, -2.28], [-0.01, 3.51, -0.86], [-0.05, 1.26, -5.80], [-0.18, 2.57, -6.36], [-0.99, 3.45, -5.56], [-2.45, 3.03, -5.59], [-3.05, 2.79, -6.96], [-3.32, 4.06, -4.97], [-0.89, 0.59, -5.98], [0.31, 1.28, -4.77], [0.78, 0.91, -6.41], [-0.62, 3.44, -4.53], [-0.87, 4.49, -5.86], [-2.50, 2.12, -4.99], [-3.25, 3.74, -7.44], [-3.98, 2.25, -6.81], [-2.40, 2.25, -7.65], [-2.97, 4.59, -4.18], [-3.60, 4.79, -5.60], [1.16, -7.05, 5.33], [-0.02, -6.41, 4.88], [-0.98, -7.34, 4.49], [-2.24, -6.57, 4.01], [-2.91, -5.99, 5.14], [-4.33, -5.56, 4.86], [-4.47, -4.55, 3.76], [-3.98, -3.24, 4.13], [-4.34, -2.13, 3.29], [1.82, -6.32, 5.81], [1.66, -7.61, 4.55], [1.02, -7.68, 6.21], [-1.26, -8.00, 5.31], [-0.61, -8.01, 3.71], [-2.81, -7.29, 3.42], [-1.88, -5.77, 3.36], [-2.38, -5.18, 5.47], [-4.65, -4.99, 5.74], [-5.04, -6.37, 4.72], [-5.53, -4.50, 3.52], [-3.85, -4.73, 2.88], [-5.42, -2.15, 3.24], [-3.94, -2.19, 2.28], [-4.07, -1.19, 3.78], [2.15, 0.29, 4.50], [2.50, 1.64, 4.17], [3.34, 2.19, 5.16], [4.83, 1.73, 5.01], [5.68, 2.40, 6.07], [7.10, 2.37, 5.73], [7.93, 3.11, 6.72], [8.00, 4.44, 6.19], [8.92, 5.23, 6.99], [3.00, -0.38, 4.37], [1.29, -0.09, 3.95], [1.83, 0.06, 5.52], [3.08, 1.86, 6.16], [3.24, 3.28, 5.10], [5.31, 2.01, 4.08], [4.91, 0.66, 5.23], [5.43, 3.38, 6.09], [7.33, 2.71, 4.72], [7.34, 1.31, 5.76], [8.92, 2.65, 6.80], [7.59, 3.06, 7.75], [9.09, 6.22, 6.55], [9.89, 4.74, 6.98], [8.68, 5.30, 8.05], [-5.13, 2.44, 0.99], [-5.84, 1.23, 0.91], [-5.30, 0.21, 0.02], [-6.30, -0.96, -0.38], [-6.70, -1.75, 0.83], [-7.89, -2.61, 0.75], [-8.13, -3.32, 2.08], [-8.40, -2.37, 3.09], [-8.58, -2.84, 4.45], [-4.09, 2.32, 1.32], [-5.63, 3.15, 1.66], [-5.07, 2.88, 0.00], [-4.38, -0.20, 0.42], [-5.08, 0.64, -0.96], [-5.96, -1.73, -1.07], [-7.14, -0.40, -0.82], [-6.73, -1.20, 1.68], [-7.66, -3.42, 0.06], [-8.80, -2.07, 0.50], [-7.21, -3.84, 2.36], [-8.96, -3.99, 1.88], [-9.12, -3.77, 4.58], [-9.01, -2.08, 5.09], [-7.61, -2.98, 4.92], [1.59, 3.49, 2.09], [0.42, 3.76, 1.28], [0.18, 5.14, 1.01], [-0.61, 5.67, 2.28], [-2.08, 5.48, 2.08], [-2.88, 5.90, 3.24], [-2.79, 4.94, 4.41], [-3.35, 3.74, 3.86], [-3.58, 2.57, 4.66], [1.63, 4.11, 2.99], [2.47, 3.60, 1.45], [1.44, 2.43, 2.25], [-0.41, 5.30, 0.12], [1.10, 5.71, 0.85], [-0.32, 6.71, 2.40], [-0.28, 5.10, 3.15], [-2.29, 4.50, 1.94], [-3.91, 6.11, 2.95], [-2.58, 6.87, 3.65], [-3.39, 5.35, 5.22], [-1.74, 4.78, 4.66], [-4.40, 2.77, 5.35], [-2.72, 2.17, 5.20], [-3.93, 1.76, 4.01], [2.63, 1.60, -3.16], [4.02, 1.44, -3.52], [4.76, 0.58, -2.69], [6.18, 0.26, -3.22], [6.82, -0.70, -2.36], [8.20, -0.98, -2.83], [8.87, -2.01, -1.89], [8.61, -3.38, -2.19], [9.26, -3.72, -3.41], [2.15, 2.29, -3.86], [2.54, 1.90, -2.12], [2.14, 0.63, -3.26], [4.30, -0.40, -2.54], [4.82, 1.10, -1.73], [6.75, 1.18, -3.35], [6.03, -0.21, -4.19], [6.36, -1.54, -2.07], [8.73, -0.03, -2.82], [8.20, -1.36, -3.85], [8.70, -1.98, -0.82], [9.93, -1.80, -1.86], [10.34, -3.58, -3.27], [8.90, -3.27, -4.34], [9.11, -4.79, -3.55], [-10.57, -5.16, -2.56], [-9.64, -4.05, -2.43], [-9.51, -3.35, -3.68], [-8.54, -2.15, -3.53], [-8.48, -1.32, -4.72], [-7.42, -0.30, -4.71], [-5.95, -0.79, -4.76], [-5.32, -1.04, -3.47], [-3.93, -1.12, -3.64], [-10.34, -5.77, -3.43], [-11.62, -4.86, -2.57], [-10.42, -5.84, -1.72], [-10.43, -3.05, -4.18], [-9.06, -4.03, -4.41], [-7.55, -2.55, -3.29], [-8.86, -1.54, -2.69], [-9.39, -0.89, -4.78], [-7.50, 0.28, -3.79], [-7.64, 0.38, -5.54], [-5.34, -0.10, -5.34], [-5.89, -1.63, -5.46], [-3.73, -1.77, -4.49], [-3.51, -1.48, -2.70], [-3.50, -0.15, -3.87], [11.88, 0.45, -1.68], [10.76, 0.15, -0.83], [10.10, 1.29, -0.36], [8.89, 0.84, 0.41], [8.19, 1.91, 1.09], [6.98, 1.41, 1.70], [5.79, 1.17, 0.77], [4.70, 0.94, 1.56], [3.44, 0.48, 0.98], [12.46, -0.44, -1.90], [12.54, 1.22, -1.29], [11.48, 0.93, -2.57], [9.76, 1.97, -1.14], [10.78, 1.89, 0.24], [9.21, -0.03, 0.98], [8.13, 0.52, -0.30], [8.11, 2.76, 0.55], [6.66, 2.25, 2.33], [7.23, 0.51, 2.26], [6.10, 0.27, 0.24], [5.70, 1.97, 0.04], [3.10, 1.10, 0.16], [2.65, 0.31, 1.72], [3.50, -0.55, 0.62]], "mulliken_charge": [-0.757, -0.181, -1.064, 0.914, 0.048, -0.800, 0.080, 0.458, 0.292, 0.357, 0.440, -0.061, 0.247, -0.413, -0.116, 0.339, 0.234, -0.753, -0.487, -0.687, 1.418, -1.620, -0.782, 0.548, 0.575, -0.090, 0.226, 0.440, -0.550, 0.348, 0.544, 0.350, 0.280, 0.277, -0.847, -0.085, -0.829, 0.722, -1.239, -0.755, 0.511, 0.307, 0.006, 0.376, 0.365, 0.051, 0.390, 0.070, 0.389, 0.301, 0.285, 0.572, 0.531, 0.771, 2.644, -0.524, 0.346, -0.100, 0.156, -0.873, -1.755, -0.294, -0.602, -0.153, -0.068, 0.244, -0.714, -0.165, -0.309, -0.511, -0.107, 2.245, -1.710, -0.568, 0.277, -0.163, 0.378, -0.270, 0.197, -1.086, 0.439, 0.366, 0.341, 0.159, 0.391, -0.846, -0.289, -0.889, -0.084, -0.343, -1.444, 0.715, -0.474, 0.178, 0.277, 0.298, 0.344, 0.533, 0.402, 0.428, -0.110, 0.351, 0.473, 0.359, -0.353, 0.267, -0.044, 0.110, 0.104, -0.928, 0.236, -0.956, 0.049, -0.338, -0.361, -0.778, -0.297, -0.782, 0.357, 0.042, 0.428, 0.307, 0.351, -0.032, 0.138, 0.281, 0.178, 0.375, 0.493, 0.379, 0.257, 0.325, 0.300, -0.005, -0.476, 0.177, -0.929, -0.009, -0.783, -0.110, -0.355, -0.725, -0.338, 0.343, 0.273, -0.149, 0.454, 0.193, 0.196, 0.371, 0.283, 0.359, -0.186, 0.572, 0.334, 0.286, 0.209, -0.834, 0.052, 0.151, -0.599, 0.045, -0.923, -0.477, -0.134, -0.694, 0.534, 0.358, -0.137, -0.630, 0.458, 0.417, 0.236, -0.164, 0.369, 0.454, 0.383, 0.294, 0.373, 0.312, 0.027, 0.349, -0.592, 0.790, -0.957, 0.075, -0.702, -0.436, -0.463, -0.734, 0.183, -0.070, -0.246, -0.120, -0.188, 0.294, 0.324, 0.239, 0.338, 0.334, 0.127, 0.511, 0.308, 0.274, 0.303, -0.811, -0.206, -0.739, -0.211, -0.417, -0.766, -0.646, -0.042, -0.323, 0.326, 0.311, 0.238, 0.350, 0.341, 0.141, 0.255, 0.286, 0.350, 0.428, 0.343, 0.422, 0.477, -0.146, 0.061, -0.886, -0.247, -0.928, 0.117, -0.302, -0.584, -0.395, -0.189, -0.277, 0.255, 0.375, 0.350, 0.372, 0.486, 0.179, -0.099, 0.300, 0.212, 0.216, 0.368, 0.322, -0.081, -0.081, 0.543], "de_lowest_kcal_mol": 101.2, "smiles": "COC[C@H](C)N.COC[C@H](C)N.COC[C@H](C)N.COC[C@H](C)N.COC[C@H](C)N.COCCNCCOC.COCCNCCOC.COCCNCCOC.COCCNCCOC.COCCNCCOC.COCCNCCOC.COCCNCCOC"}

---

No. 2
{"formula": "C5H10N2O4", "method": "ωB97M-V/def2-TZVPD", "elements": ["N", "C", "N", "C", "C", "C", "O", "O", "H", "H", "H", "H", "H", "H", "H", "H", "O", "C", "O", "H", "H"], "positions_angstrom": [[0.68, 1.50, 1.35], [-0.42, 1.11, 0.64], [-0.08, 0.49, -0.64], [-0.70, -0.80, -0.74], [-2.21, -0.70, -0.82], [-1.56, -1.03, 0.54], [-1.67, -2.21, 1.02], [-1.37, 0.14, 1.30], [0.49, 2.18, 2.14], [1.32, 0.77, 1.62], [-0.96, 2.05, 0.53], [-0.58, 1.02, -1.33], [-0.27, -1.48, -1.43], [-2.63, -1.61, -1.18], [-2.76, 0.16, -0.94], [-2.27, -2.34, 1.77], [3.31, -0.48, 1.10], [3.56, -0.55, -0.08], [2.67, -0.18, -1.09], [4.62, -0.76, -0.43], [1.88, 0.21, -0.69]], "mulliken_charge": [-0.420, -0.098, -0.354, -0.336, -1.079, 0.682, -0.449, -0.455, 0.263, 0.156, 0.294, 0.277, 0.503, 0.326, 0.312, 0.364, -0.464, 0.207, -0.452, 0.315, 0.408], "de_lowest_kcal_mol": 65.4, "smiles": "N[C@H]1N[C@@H]2C[C@]2(O)O1.O=CO"}